(1)
{"formula": "C30H28N4O2RuS", "method": "the ωB97M-V functional and the def2-TZVPD basis", "elements": ["Ru", "C", "O", "C", "C", "C", "C", "C", "C", "N", "N", "C", "C", "C", "C", "O", "C", "N", "C", "C", "C", "C", "H", "H", "H", "H", "H", "H", "H", "H", "H", "H", "H", "H", "C", "C", "C", "C", "C", "C", "N", "C", "C", "C", "C", "C", "C", "H", "H", "H", "H", "H", "H", "H", "H", "H", "H", "C", "S", "C", "H", "H", "H", "H", "H", "H"], "xyz": [[-0.7604, 1.3385, -1.3897], [7.0506, -6.1351, 1.3168], [7.2118, -5.1995, 2.3935], [6.2070, -4.4266, 2.7497], [6.4575, -3.5708, 3.8444], [5.4745, -2.7492, 4.3038], [4.2214, -2.7078, 3.6470], [3.9627, -3.5895, 2.5704], [4.9374, -4.4379, 2.1254], [3.2697, -1.8995, 4.1838], [2.2314, -1.4462, 3.7054], [2.0373, -0.9198, 2.4652], [3.0759, -0.5430, 1.5916], [2.8267, 0.0736, 0.3877], [1.5092, 0.3686, 0.0057], [1.2149, 0.9453, -1.1074], [0.4406, 0.0210, 0.8969], [-0.8135, 0.3602, 0.4734], [-1.8403, 0.0922, 1.2555], [-1.6866, -0.5131, 2.5123], [-0.4348, -0.8579, 2.9467], [0.6786, -0.5967, 2.1200], [8.0056, -6.6397, 1.2282], [6.8214, -5.6119, 0.3887], [6.2710, -6.8582, 1.5547], [7.4331, -3.6080, 4.3084], [5.6319, -2.1055, 5.1589], [2.9816, -3.6047, 2.1136], [4.7301, -5.1186, 1.3139], [4.1012, -0.7256, 1.8851], [3.6318, 0.3647, -0.2723], [-2.8203, 0.3547, 0.8777], [-2.5604, -0.6986, 3.1201], [-0.2872, -1.3191, 3.9138], [-5.0233, -2.1314, -2.0875], [-5.6752, -0.8954, -2.0443], [-4.9533, 0.2705, -1.9587], [-3.5338, 0.2262, -1.9093], [-2.8897, -1.0385, -1.9690], [-3.6253, -2.1917, -2.0499], [-2.7818, 1.3352, -1.7983], [-3.4172, 2.6257, -1.8141], [-3.7488, 3.2448, -0.6173], [-4.3437, 4.4995, -0.6340], [-4.6048, 5.1320, -1.8414], [-4.2725, 4.5048, -3.0369], [-3.6772, 3.2523, -3.0259], [-5.5996, -3.0432, -2.1602], [-6.7550, -0.8528, -2.0798], [-5.4623, 1.2243, -1.9211], [-1.8046, -1.0836, -1.9791], [-3.1240, -3.1482, -2.1052], [-3.5535, 2.7429, 0.3232], [-4.6118, 4.9784, 0.2982], [-5.0736, 6.1063, -1.8517], [-4.4875, 4.9869, -3.9811], [-3.4316, 2.7413, -3.9496], [-0.1171, 3.7209, -3.9058], [0.1003, 3.4770, -2.1345], [-0.9387, 4.7991, -1.5022], [0.3330, 4.6732, -4.1784], [-1.1731, 3.7077, -4.1676], [0.4125, 2.9153, -4.4098], [-1.9474, 4.7378, -1.9081], [-0.4740, 5.7461, -1.7703], [-0.9569, 4.7006, -0.4191]], "forces_ev_per_angstrom": [[0.0, 0.2, 0.2], [0.0, 0.0, 0.0], [0.0, 0.0, 0.0], [0.0, 0.0, 0.0], [0.0, 0.0, 0.0], [0.0, 0.0, 0.1], [0.0, 0.0, -0.1], [-0.1, 0.1, 0.0], [0.1, 0.0, 0.0], [0.0, 0.0, 0.0], [0.0, 0.0, 0.0], [0.0, 0.0, -0.1], [0.0, 0.0, 0.0], [0.1, 0.0, 0.1], [0.0, 0.0, -0.3], [0.1, 0.1, 0.1], [-0.1, 0.0, 0.1], [0.0, -0.2, 0.0], [-0.1, 0.0, 0.0], [0.0, 0.0, -0.1], [0.0, 0.0, 0.0], [0.0, -0.1, 0.2], [0.0, 0.0, 0.0], [0.0, 0.0, 0.0], [0.0, 0.0, 0.0], [0.0, 0.0, 0.0], [0.0, 0.0, 0.0], [0.0, 0.0, 0.0], [0.0, 0.0, 0.0], [0.0, 0.0, 0.0], [0.0, 0.0, 0.0], [0.0, 0.0, 0.0], [0.0, 0.0, 0.0], [0.0, 0.0, 0.0], [0.0, 0.1, 0.0], [0.0, 0.0, 0.0], [-0.2, 0.0, 0.0], [0.0, 0.1, -0.1], [0.1, -0.1, 0.0], [0.0, 0.0, 0.0], [0.1, 0.3, 0.0], [-0.1, -0.2, 0.1], [0.0, 0.0, 0.1], [0.0, 0.0, 0.0], [0.0, 0.0, 0.0], [0.0, 0.0, 0.0], [0.0, -0.2, -0.1], [0.0, 0.0, 0.0], [0.0, 0.0, 0.0], [0.0, 0.0, 0.0], [-0.1, 0.0, 0.0], [0.0, 0.0, 0.0], [0.0, 0.0, 0.0], [0.0, 0.0, 0.0], [0.0, 0.0, 0.0], [0.0, 0.0, 0.0], [0.0, 0.0, 0.0], [0.0, -0.1, 0.0], [0.1, 0.0, -0.1], [-0.1, 0.0, 0.0], [0.0, 0.0, 0.0], [0.0, 0.0, 0.0], [0.0, 0.0, 0.0], [0.2, 0.1, 0.1], [0.0, 0.0, 0.0], [0.0, 0.1, 0.0]], "largest_force_ev_per_a": 0.35, "lumo_energy_ev": [-6.51, -7.35], "e_above_lowest_kcal_mol": 0.0, "e_tot_ha": -2021.95811, "s_squared": 6.0976, "multiplicity": 5, "orbital_gap_ev": [6.1, 6.3], "charge": 2}

(2)
{"formula": "C30H28N6O3Re", "method": "the ωB97M-V functional and the def2-TZVPD basis", "elements": ["Re", "O", "C", "N", "C", "O", "C", "C", "C", "C", "C", "N", "C", "C", "C", "C", "C", "N", "H", "H", "H", "H", "H", "H", "H", "H", "C", "C", "C", "C", "N", "N", "C", "H", "H", "H", "H", "H", "H", "H", "H", "C", "C", "C", "O", "C", "H", "H", "H", "H", "H", "H", "H", "H", "N", "C", "C", "C", "C", "C", "C", "C", "C", "C", "H", "H", "H", "H"], "xyz": [[1.6874, -0.1165, -0.0513], [4.0147, 1.0727, -3.1727], [3.2897, 1.0072, -2.2327], [3.0304, -0.1638, -1.4559], [3.7694, -1.3616, -1.7069], [4.6439, -1.4897, -2.5017], [3.3059, -2.4683, -0.8095], [3.8414, -3.7333, -0.9051], [3.3672, -4.7176, -0.0491], [2.3784, -4.3882, 0.8632], [1.8925, -3.0931, 0.8999], [2.3507, -2.1407, 0.0786], [2.5029, 2.1771, -1.7248], [2.6343, 3.4243, -2.2907], [1.8815, 4.4675, -1.7661], [1.0258, 4.2094, -0.7086], [0.9358, 2.9252, -0.1951], [1.6738, 1.9233, -0.6939], [4.6106, -3.9202, -1.6415], [3.7626, -5.7230, -0.0956], [1.9816, -5.1223, 1.5497], [1.1204, -2.8042, 1.5954], [3.3162, 3.5528, -3.1197], [1.9614, 5.4628, -2.1814], [0.4145, 4.9896, -0.2776], [0.2369, 2.6731, 0.5897], [2.7384, 2.8903, 4.4132], [2.0536, 1.7894, 3.6878], [1.0936, 0.8785, 4.0961], [0.7919, 0.0851, 2.9955], [1.5367, 0.4858, 1.9403], [2.2825, 1.5379, 2.3916], [-0.2083, -1.0144, 2.9270], [2.8200, 2.6487, 5.4701], [2.1647, 3.8137, 4.3228], [3.7391, 3.0640, 4.0198], [0.6535, 0.8056, 5.0757], [2.9141, 2.0275, 1.7766], [-1.0970, -0.7300, 3.4884], [0.1816, -1.9187, 3.3970], [-0.5097, -1.2293, 1.9019], [-3.8327, 2.2091, -0.5386], [-4.0348, 1.1160, 0.5094], [-2.8721, 1.3820, 1.4513], [-1.7962, 1.8444, 0.6177], [-2.3147, 2.2672, -0.6530], [-4.2235, 3.1596, -0.1739], [-4.3179, 1.9963, -1.4900], [-3.9410, 0.1243, 0.0593], [-5.0001, 1.1726, 1.0082], [-2.5329, 0.4899, 1.9794], [-3.1191, 2.1531, 2.1860], [-1.9320, 1.5855, -1.4196], [-1.9434, 3.2695, -0.8747], [-6.4140, -4.2418, -3.8354], [-5.4840, -3.7303, -3.3987], [-4.3228, -3.0871, -2.8540], [-3.3368, -3.8565, -2.2321], [-2.2250, -3.2343, -1.7095], [-2.0914, -1.8357, -1.7930], [-3.0922, -1.0757, -2.4274], [-4.1993, -1.6984, -2.9579], [-0.9564, -1.2153, -1.2474], [0.0525, -0.6955, -0.7456], [-3.4544, -4.9291, -2.1708], [-1.4458, -3.8129, -1.2325], [-2.9815, -0.0036, -2.5031], [-4.9730, -1.1300, -3.4544]], "forces_ev_per_angstrom": [[0.5, 0.2, 0.1], [0.0, 0.0, 0.1], [-0.1, 0.1, -0.1], [0.2, 0.0, 0.1], [0.0, -0.1, 0.0], [0.0, 0.0, 0.0], [0.0, 0.0, 0.0], [0.0, 0.0, 0.0], [0.0, 0.0, 0.0], [0.0, 0.0, 0.0], [0.0, 0.0, 0.0], [0.0, -0.1, 0.1], [0.0, 0.0, 0.0], [0.0, 0.0, 0.0], [0.0, 0.0, 0.0], [0.0, 0.0, 0.0], [0.0, 0.0, -0.1], [-0.1, 0.0, 0.0], [0.0, 0.0, 0.0], [0.0, 0.0, 0.0], [0.0, 0.0, 0.0], [0.0, 0.0, 0.0], [0.0, 0.0, 0.0], [0.0, 0.0, 0.0], [0.0, 0.0, 0.0], [0.0, 0.0, 0.1], [0.0, 0.0, 0.0], [0.0, 0.0, -0.1], [0.0, 0.0, 0.0], [0.0, 0.0, 0.1], [0.0, 0.0, -0.1], [0.0, 0.0, 0.0], [0.0, 0.0, 0.0], [0.0, 0.0, 0.0], [0.0, 0.0, 0.0], [0.0, 0.0, 0.0], [0.0, 0.0, 0.0], [0.0, 0.0, 0.0], [0.0, 0.0, 0.0], [0.0, 0.0, 0.0], [0.0, 0.0, 0.0], [0.0, 0.0, 0.0], [0.0, 0.0, 0.0], [0.0, 0.0, 0.0], [0.1, 0.0, 0.1], [0.0, 0.0, 0.0], [0.0, 0.0, 0.0], [0.0, 0.0, 0.0], [0.0, 0.0, 0.0], [0.0, 0.0, 0.0], [0.0, 0.0, 0.0], [0.0, 0.0, 0.0], [0.0, 0.0, 0.0], [0.0, 0.0, 0.0], [0.0, 0.0, 0.0], [0.0, 0.0, 0.0], [0.0, 0.1, 0.0], [0.0, 0.0, 0.0], [0.0, 0.0, 0.0], [-0.1, 0.0, -0.1], [0.0, 0.0, 0.0], [0.0, 0.0, 0.0], [0.2, 0.1, 0.1], [-0.8, -0.2, -0.3], [0.0, 0.0, 0.0], [0.0, 0.0, 0.0], [0.0, 0.0, 0.0], [0.0, 0.0, 0.0]], "largest_force_ev_per_a": 0.87, "lumo_energy_ev": [-7.89, -7.60], "e_above_lowest_kcal_mol": 5.2, "e_tot_ha": -1791.96532, "s_squared": 0.7650, "multiplicity": 2, "orbital_gap_ev": [6.5, 6.4], "charge": 2}

(3)
{"formula": "C30H28N6O7SV", "method": "the ωB97M-V functional and the def2-TZVPD basis", "elements": ["V", "N", "C", "C", "O", "N", "C", "C", "O", "O", "H", "H", "H", "H", "H", "H", "N", "C", "C", "C", "C", "C", "C", "C", "C", "C", "C", "C", "C", "N", "C", "C", "C", "C", "N", "H", "H", "H", "H", "H", "H", "H", "H", "H", "H", "C", "C", "C", "C", "C", "C", "C", "S", "O", "O", "N", "C", "C", "C", "O", "O", "H", "H", "H", "H", "H", "H", "H", "H", "H", "H", "H", "H"], "xyz": [[-1.4498, -0.5819, 0.3998], [-4.1580, -0.7110, -0.1025], [-4.6421, -1.7087, 0.8251], [-3.5115, -2.3633, 1.5996], [-3.6191, -3.3904, 2.1902], [-2.2966, -1.5693, 1.6986], [-1.6400, -1.7376, 2.9753], [-0.2044, -1.3287, 2.7517], [-0.1131, -0.6202, 1.6045], [0.7260, -1.5619, 3.4516], [-4.6990, 0.1445, -0.0733], [-4.1615, -1.0613, -1.0505], [-5.2086, -2.5101, 0.3536], [-5.2924, -1.2598, 1.5789], [-1.7227, -2.7583, 3.3448], [-2.0718, -1.0580, 3.7196], [1.3587, 9.3923, 0.2224], [1.0298, 8.2924, 0.2136], [0.6206, 6.9151, 0.2008], [0.6385, 6.1763, 1.3821], [0.2341, 4.8539, 1.3697], [-0.1735, 4.2581, 0.1784], [-0.1795, 4.9975, -1.0014], [0.2082, 6.3260, -0.9918], [-0.5847, 2.8327, 0.1621], [0.1902, 1.9366, -0.5370], [1.4173, 2.1667, -1.2172], [1.8466, 0.9512, -1.6945], [0.8776, 0.0120, -1.2977], [-0.1182, 0.5845, -0.6228], [-1.7292, 2.4528, 0.8882], [-2.5537, 3.3172, 1.6137], [-3.5212, 2.5434, 2.2484], [-3.2657, 1.2363, 1.8843], [-2.2052, 1.1461, 1.0376], [0.9681, 6.6413, 2.3008], [0.2486, 4.2746, 2.2837], [-0.5023, 4.5342, -1.9248], [0.1936, 6.9095, -1.9018], [1.9023, 3.1235, -1.3185], [2.7435, 0.7368, -2.2514], [0.9003, -1.0559, -1.4395], [-2.4391, 4.3871, 1.6624], [-4.3084, 2.8779, 2.9029], [-3.7965, 0.3573, 2.2031], [6.1985, -1.1644, -0.7150], [4.8723, -1.8596, -0.6052], [4.0588, -1.6662, 0.5118], [2.8450, -2.3160, 0.6341], [2.4370, -3.1836, -0.3732], [3.2308, -3.4039, -1.4886], [4.4398, -2.7349, -1.5987], [0.8730, -3.9684, -0.1633], [-0.0743, -2.9002, 0.1195], [0.9373, -5.0826, 0.7222], [0.5124, -4.5351, -1.6529], [0.0677, -3.6047, -2.6781], [-1.4246, -3.2422, -2.7031], [-2.0492, -2.7316, -1.4323], [-2.8856, -3.3303, -0.8146], [-1.7830, -1.4362, -1.1036], [6.1980, -0.2220, -0.1693], [6.4584, -0.9662, -1.7541], [6.9866, -1.7903, -0.2919], [4.3795, -0.9946, 1.2985], [2.2296, -2.1493, 1.5093], [2.9124, -4.0913, -2.2604], [5.0594, -2.9011, -2.4712], [0.1656, -5.4836, -1.6445], [0.3099, -4.0355, -3.6496], [0.6798, -2.7080, -2.5898], [-2.0078, -4.1191, -2.9835], [-1.5634, -2.4808, -3.4750]], "forces_ev_per_angstrom": [[-1.2, 1.0, 0.8], [0.3, 0.0, -0.1], [0.0, -0.1, 0.1], [-0.3, -0.1, -0.1], [0.0, 0.1, 0.1], [0.2, 0.0, -0.1], [0.2, -0.1, 0.1], [0.1, -0.2, 0.2], [0.1, 0.0, -0.3], [0.0, 0.1, 0.0], [0.1, 0.0, 0.0], [0.0, 0.0, 0.0], [0.0, 0.0, 0.0], [0.0, 0.0, 0.0], [0.0, 0.0, 0.0], [0.0, 0.0, 0.0], [0.0, 0.0, 0.0], [0.0, 0.0, 0.0], [0.0, -0.1, 0.0], [0.0, 0.0, 0.0], [0.0, 0.0, 0.0], [0.0, 0.0, 0.0], [0.0, 0.0, 0.0], [0.0, 0.0, 0.0], [0.1, 0.0, -0.1], [0.0, 0.1, 0.0], [0.0, 0.0, 0.0], [0.0, 0.0, 0.0], [0.1, 0.0, 0.0], [0.0, -0.1, -0.1], [-0.1, 0.1, 0.0], [0.1, 0.0, 0.0], [0.0, -0.1, 0.0], [-0.1, 0.0, 0.0], [0.2, -0.1, 0.0], [0.0, 0.0, 0.0], [0.0, 0.0, 0.0], [0.0, 0.0, 0.0], [0.0, 0.0, 0.0], [0.0, 0.0, 0.0], [0.0, 0.0, 0.0], [0.0, 0.0, 0.0], [0.0, 0.0, 0.0], [0.0, 0.0, 0.0], [0.0, 0.0, 0.0], [0.0, 0.0, 0.0], [0.0, 0.0, 0.0], [0.0, 0.0, 0.0], [0.0, 0.0, 0.1], [-0.1, 0.0, 0.0], [0.0, -0.1, 0.0], [0.0, 0.0, 0.0], [-0.2, 0.0, -0.3], [0.4, -0.1, 0.3], [0.0, 0.0, 0.0], [0.0, 0.1, 0.1], [0.0, 0.1, 0.0], [0.1, -0.1, 0.0], [-0.6, -0.1, -0.1], [0.1, -0.1, 0.0], [0.6, -0.1, -0.5], [0.0, 0.0, 0.0], [0.0, 0.0, 0.0], [0.0, 0.0, 0.0], [0.0, 0.0, 0.0], [0.0, 0.0, 0.0], [0.0, 0.0, 0.0], [0.0, 0.0, 0.0], [0.0, 0.0, 0.0], [0.0, 0.0, 0.0], [0.0, 0.0, 0.0], [0.0, 0.0, 0.0], [0.0, 0.0, 0.0]], "largest_force_ev_per_a": 1.74, "lumo_energy_ev": [-5.47, -5.49], "e_above_lowest_kcal_mol": 4.6, "e_tot_ha": -3357.23584, "orbital_gap_ev": [5.7, 5.7], "charge": 1}